(1)
DFT (wB97M-V/def2-TZVPD) results for 2 unconnected molecules or ions with the total composition C9H14 at a distorted geometry.

Geometry (Å):
C  -0.565896  -3.847105  -1.278417
C  -0.125634  -2.506160  -0.777992
C  -1.001879  -1.641841  -0.133342
C  -0.481985  -0.479465  0.441820
C  0.868562  -0.227335  0.499830
C  1.742281  -1.106426  -0.160526
C  1.215219  -2.128517  -0.921365
H  -1.647193  -3.927518  -1.412744
H  -0.314154  -4.614183  -0.541341
H  0.002049  -4.192859  -2.135217
H  -2.076426  -1.772649  -0.218356
H  -1.110302  0.162098  1.039253
H  1.300744  0.660437  0.943126
H  2.790419  -0.848123  -0.118069
H  1.846542  -2.745569  -1.543695
C  0.303117  4.068873  0.595778
C  -0.920853  3.205980  0.951259
H  0.048186  5.111456  0.794747
H  1.074234  3.897308  1.349989
H  0.751742  3.868913  -0.369134
H  -0.851312  2.714051  1.919069
H  -1.081169  2.464808  0.161559
H  -1.766292  3.883824  0.913770

Forces on the atoms, in the same order (eV/Å):
C 0.0 -0.5 0.3
C -0.1 0.2 -0.4
C 0.5 0.6 -0.4
C -0.4 -0.1 1.0
C 0.8 -0.7 -0.7
C -0.5 1.2 -0.2
C 0.1 -0.8 0.8
H 0.2 0.1 -0.3
H -0.1 0.1 0.3
H -0.2 0.3 -0.5
H 0.1 -0.3 0.4
H -0.4 0.2 -0.3
H -0.3 0.0 0.3
H 0.2 -0.3 -0.3
H 0.2 -0.1 0.1
C 0.3 -0.1 1.7
C 0.1 0.3 -1.2
H 0.1 0.1 -0.7
H 0.3 -0.2 -0.2
H -0.2 0.3 -0.2
H 0.0 0.1 0.0
H -0.1 -0.1 0.3
H -0.5 -0.3 0.3

- maximum force (eV/A) = 1.73
- HOMO-LUMO gap (eV) = 10.0
- energy above the lowest of the compared OMol25 structures with the same formula, charge and spin (kcal/mol) = 14.3
- 2S+1 = 1
- E_HOMO (hartree) = -0.3280
- calculated total energy (Eh) = -351.30741

These are the Mulliken partial charges, in e, on atoms 1 to 6: C -1.35; C 0.92; C -0.68; C -0.29; C -0.30; C -0.50

=====

(2)
DFT (wB97M-V/def2-TZVPD) results for 2 unconnected molecules or ions with the total composition CH4Se at a distorted geometry.

Geometry (Å):
C  -0.500685  0.546106  0.497083
Se  -0.794814  -1.444010  0.536822
H  -0.494045  1.077284  -0.442602
H  -1.190555  0.994089  1.227038
H  0.537417  0.454405  0.904127
H  -3.123336  -0.818546  1.553141

Forces on the atoms, in the same order (eV/Å):
C 1.2 -1.2 1.3
Se -3.1 1.7 0.7
H -0.3 -0.4 -0.4
H 0.6 -0.2 -0.4
H -0.8 1.0 -0.2
H 2.3 -0.9 -1.1

- maximum force (eV/A) = 3.57
- HOMO-LUMO gap (alpha / beta) (eV) = 6.6 / 6.6
- energy above the lowest of the compared OMol25 structures with the same formula, charge and spin (kcal/mol) = 84.1
- 2S+1 = 1
- E_HOMO (alpha / beta) (hartree) = -0.3294 / -0.3303
- calculated total energy (Eh) = -2441.76255

Which charges does Mulliken predict for the atoms? In e, they are: C -0.75; Se -0.06; H 0.29; H 0.29; H 0.23; H 0.00

=====

(3)
DFT (wB97M-V/def2-TZVPD) results for a molecular structure, C25H19N4O2ReS5Sb at a distorted geometry.

Geometry (Å):
Re  -0.030542  -0.198350  -0.223846
C  -0.745916  0.130460  4.134203
C  0.539884  0.127064  4.648171
C  1.616507  0.013149  3.785877
C  1.386189  -0.089767  2.429168
N  0.132855  -0.084161  1.933161
C  -0.910250  0.023778  2.770586
C  2.464982  -0.208659  1.424037
C  3.801215  -0.219081  1.748644
C  4.743369  -0.286297  0.736591
C  4.325499  -0.352753  -0.581374
C  2.976763  -0.354249  -0.845744
N  2.059071  -0.288631  0.135626
H  -1.613828  0.213755  4.773715
H  0.707164  0.210576  5.715960
H  2.624603  0.003216  4.175998
H  -1.889933  0.016199  2.319753
H  4.116700  -0.156637  2.780835
H  5.799256  -0.283130  0.979886
H  5.027811  -0.407021  -1.400589
H  2.597296  -0.426616  -1.853225
S  -2.937909  1.826768  -4.192502
Sb  -2.134425  0.085467  -3.097010
S  0.211438  0.268151  -2.493294
S  -2.277995  0.679739  -0.416594
S  -2.669386  -2.069207  -2.860513
O  2.306430  2.535972  0.886724
C  1.234210  2.916925  0.483945
N  0.824443  4.185054  0.253311
C  -0.545038  4.292489  -0.238380
C  -0.830154  2.794938  -0.289175
O  -1.981506  2.363005  -0.670396
N  0.136249  2.035254  0.133562
C  -1.514739  4.882148  0.806910
C  -2.789061  5.285578  0.418615
C  -3.696779  5.736677  1.366484
C  -3.344683  5.781778  2.708996
C  -2.081887  5.359758  3.103433
C  -1.170966  4.904198  2.155536
C  -0.582356  4.961705  -1.609207
C  -0.307134  4.209595  -2.745962
C  -0.243430  4.821924  -3.988883
C  -0.436227  6.194246  -4.098374
C  -0.694604  6.950444  -2.962347
C  -0.772381  6.336570  -1.718603
H  1.440118  4.976417  0.337079
H  -3.079642  5.235406  -0.624126
H  -4.684653  6.054622  1.052063
H  -4.052423  6.147689  3.445381
H  -1.800204  5.388199  4.150196
H  -0.184931  4.584621  2.472479
H  -0.163581  3.133020  -2.676792
H  -0.054678  4.222729  -4.873606
H  -0.388183  6.673824  -5.069657
H  -0.844809  8.021666  -3.042164
H  -0.978334  6.932907  -0.836978
S  -0.921881  -2.098119  -0.416686

Forces on the atoms, in the same order (eV/Å):
Re -0.8 -1.1 -0.1
C 0.0 0.0 0.1
C 0.0 0.0 0.1
C 0.1 0.0 0.2
C -0.1 -0.1 -0.3
N -0.1 0.1 0.3
C 0.3 -0.1 -0.1
C -0.3 0.0 -0.2
C 0.2 0.0 0.1
C 0.1 0.0 0.0
C 0.2 0.0 0.0
C -0.2 -0.1 0.2
N 0.1 0.0 0.0
H 0.0 0.0 0.0
H 0.0 0.0 -0.1
H -0.1 0.0 0.0
H -0.1 0.0 -0.1
H 0.0 0.0 -0.1
H -0.1 0.0 0.0
H 0.0 0.0 0.0
H -0.1 0.0 -0.1
S 0.0 -0.3 0.1
Sb 0.2 0.2 0.0
S -0.1 0.2 -0.1
S 0.0 0.1 -0.2
S -0.1 0.0 0.0
O -0.3 0.0 0.0
C 0.2 -0.1 -0.2
N -0.2 0.0 0.1
C 0.0 -0.1 0.2
C 0.3 0.1 0.1
O -0.1 -0.2 0.1
N -0.1 0.4 -0.2
C 0.1 -0.2 0.0
C -0.1 -0.1 0.0
C 0.0 0.0 -0.1
C 0.0 0.0 0.1
C 0.0 0.0 -0.1
C 0.0 0.1 0.0
C 0.0 0.0 0.0
C -0.1 -0.1 0.0
C 0.0 0.0 -0.1
C 0.0 -0.1 0.0
C 0.0 0.0 0.0
C 0.1 0.0 0.0
H 0.1 0.0 0.0
H 0.0 0.0 0.0
H 0.1 0.0 0.0
H 0.1 -0.1 -0.1
H 0.0 0.0 -0.1
H 0.0 0.0 0.0
H 0.0 0.1 0.0
H 0.0 0.1 0.1
H 0.0 0.0 0.1
H 0.0 -0.1 0.0
H 0.0 0.0 0.0
S 0.7 1.2 0.3

- maximum force (eV/A) = 1.41
- charge = +1
- HOMO-LUMO gap (eV) = 6.2
- energy above the lowest of the compared OMol25 structures with the same formula, charge and spin (kcal/mol) = 3.1
- 2S+1 = 1
- E_HOMO (hartree) = -0.3970
- calculated total energy (Eh) = -3642.97861

These are the Mulliken partial charges, in e, on atoms 1 to 6: Re 0.78; C -0.96; C -0.54; C -0.94; C 0.92; N 0.20

=====

(4)
DFT (wB97M-V/def2-TZVPD) results for a molecular structure, LiN4O12 at a distorted geometry.

Geometry (Å):
Li  0.276204  0.342935  0.864409
N  -1.064766  0.088035  -2.428341
O  -1.025236  -0.320445  -1.286341
O  -1.779676  1.062215  -2.582371
O  -0.520936  -0.456765  -3.366331
N  -1.786296  -0.410825  1.979389
O  -2.316336  0.698645  1.625049
O  -0.663176  -0.470065  2.456279
O  -2.614936  -1.350165  1.887459
N  1.317314  -2.538375  0.372989
O  0.817364  -3.357405  -0.304151
O  1.830534  -2.911545  1.479799
O  1.422604  -1.329495  0.192919
N  1.421134  2.816985  -0.244691
O  1.155134  2.154405  0.771199
O  1.260534  2.347305  -1.327451
O  2.270544  3.634555  -0.089811

Forces on the atoms, in the same order (eV/Å):
Li 0.2 0.0 -0.7
N -1.4 0.6 1.4
O 1.4 -2.0 2.3
O -1.6 2.9 -1.9
O 1.4 -1.3 -1.9
N -5.8 1.7 -0.9
O 2.0 0.1 0.4
O 1.5 -0.5 0.0
O 1.8 -1.3 0.8
N 2.5 1.0 5.4
O -2.0 -2.0 -3.6
O 0.4 -1.0 0.6
O -0.7 1.9 -2.0
N 2.8 -4.1 0.9
O -2.8 -1.2 2.3
O -2.6 -0.7 -3.6
O 2.7 5.9 0.6

- maximum force (eV/A) = 6.54
- charge = -3
- HOMO-LUMO gap (eV) = 6.1
- energy above the lowest of the compared OMol25 structures with the same formula, charge and spin (kcal/mol) = 65.5
- 2S+1 = 1
- E_HOMO (hartree) = 0.0574
- calculated total energy (Eh) = -1128.95510

These are the Mulliken partial charges, in e, on atoms 1 to 6: Li 0.97; N 0.98; O -0.52; O -0.70; O -0.73; N 1.01

=====

(5)
DFT (wB97M-V/def2-TZVPD) results for 2 unconnected molecules or ions with the total composition CH2F3P at a distorted geometry.

Geometry (Å):
C  -0.441481  -0.245707  -0.241498
F  -0.887544  -1.536000  0.118685
F  0.134161  2.476671  0.207561
F  1.774719  -0.656671  0.817237
P  1.300696  -0.260349  -0.667609
H  -0.699699  0.264416  0.721042
H  -1.180853  -0.042362  -0.955417

Forces on the atoms, in the same order (eV/Å):
C -2.1 -0.7 2.7
F 0.9 -1.4 -0.2
F 0.8 -1.8 -0.7
F -0.1 0.3 -1.8
P -0.2 1.5 2.7
H 1.0 0.7 -1.2
H -0.3 1.4 -1.6

- maximum force (eV/A) = 3.48
- HOMO-LUMO gap (alpha / beta) (eV) = 6.2 / 6.2
- energy above the lowest of the compared OMol25 structures with the same formula, charge and spin (kcal/mol) = 122.0
- 2S+1 = 1
- E_HOMO (alpha / beta) (hartree) = -0.3754 / -0.3753
- calculated total energy (Eh) = -680.10227

These are the Mulliken partial charges, in e, on atoms 1 to 6: C -0.10; F -0.28; F -0.63; F -0.17; P 0.64; H 0.22

=====

(6)
DFT (wB97M-V/def2-TZVPD) results for C3H2BrNS in the gas phase at a distorted geometry.

Geometry (Å):
C  -0.112564  -1.038780  -0.009850
C  -1.153918  0.897445  0.009585
C  1.124014  -0.007449  -0.009763
N  -1.240816  -0.390274  -0.000791
S  0.457603  1.550468  -0.001477
Br  2.915779  -0.455174  0.004896
H  0.021735  -2.094310  -0.021291
H  -2.011831  1.538073  0.028688

Forces on the atoms, in the same order (eV/Å):
C 1.2 2.1 0.0
C -0.1 0.9 0.0
C -1.0 -2.3 0.0
N -0.5 -2.9 0.0
S 1.2 2.3 0.0
Br -0.5 0.2 0.0
H -0.1 -0.5 0.0
H -0.2 0.2 0.0

- maximum force (eV/A) = 2.92
- HOMO-LUMO gap (alpha / beta) (eV) = 6.6 / 8.2
- energy above the lowest of the compared OMol25 structures with the same formula, charge and spin (kcal/mol) = 0.0
- 2S+1 = 3
- E_HOMO (alpha / beta) (hartree) = -0.2199 / -0.3764
- calculated total energy (Eh) = -3142.33236

These are the Mulliken partial charges, in e, on atoms 1 to 6: C -0.25; C -0.11; C 0.22; N -0.49; S -0.16; Br -0.06

=====

What is the 2S+1 in the sixth record? 3